{
  "formula": "C16H16BrMnN2O9P2",
  "method": "wB97M-V/def2-TZVPD",
  "largest_force_ev_per_a": 0.2,
  "s_squared": 6.0397,
  "lumo_ev": [-1.560, -1.298],
  "total_energy_ha": -5814.02214,
  "gap_ev": [7.2, 7.5],
  "spin_multiplicity": 5,
  "homo_energy_ev": [-8.8, -8.8],
  "symbols": ["Mn", "O", "C", "C", "C", "C", "C", "C", "C", "O", "N", "N", "C", "C", "Br", "C", "C", "C", "C", "C", "C", "C", "H", "H", "H", "H", "H", "H", "H", "H", "H", "H", "H", "H", "H", "H", "O", "P", "O", "O", "O", "P", "O", "O", "O", "H", "H"],
  "coordinates": [[0.2181, -1.7392, 0.5084], [3.7312, -1.8731, -1.9349], [4.3767, -0.8241, -1.3782], [5.6584, -0.5306, -1.8318], [6.3633, 0.5299, -1.2907], [5.8114, 1.3084, -0.2809], [4.5353, 1.0148, 0.1691], [3.8028, -0.0327, -0.3772], [2.3851, -0.2520, 0.0651], [2.0269, -1.6060, 0.1484], [1.4714, 0.3502, -0.9343], [0.2085, -0.1543, -0.7589], [-0.8311, 0.3123, -1.3284], [-2.0826, -0.4414, -1.3099], [-1.8549, -2.3330, -1.4391], [-3.3004, 0.0817, -1.2151], [-3.5226, 1.5141, -0.9745], [-4.5071, 2.1999, -1.6864], [-4.7067, 3.5525, -1.4717], [-3.9430, 4.2288, -0.5280], [-2.9863, 3.5464, 0.2080], [-2.7766, 2.1926, -0.0109], [2.9688, -2.0899, -1.3696], [6.0844, -1.1556, -2.6053], [7.3610, 0.7431, -1.6524], [6.3705, 2.1261, 0.1523], [4.0910, 1.6053, 0.9634], [2.2358, 0.2350, 1.0416], [1.5117, 1.3619, -1.0064], [-0.7888, 1.2433, -1.8898], [-4.1646, -0.5672, -1.2780], [-5.1090, 1.6692, -2.4138], [-5.4651, 4.0809, -2.0340], [-4.1089, 5.2839, -0.3543], [-2.4159, 4.0632, 0.9686], [-2.0769, 1.6385, 0.6037], [-2.4693, -1.2456, 3.6275], [-2.5145, -1.6324, 2.1003], [-3.7764, -1.3239, 1.4370], [-1.2240, -1.0312, 1.4596], [-2.1907, -3.2318, 2.0960], [-0.7220, -3.7081, 2.5505], [-0.8236, -5.2847, 2.5521], [-0.3770, -3.1066, 3.8534], [0.2003, -3.4007, 1.3445], [-1.7099, -1.6911, 4.0618], [-0.9647, -5.6268, 3.4429]],
  "mulliken_spin": [3.909, 0.001, 0.003, 0.000, -0.001, 0.000, -0.003, -0.001, -0.036, 0.062, 0.007, -0.088, 0.023, -0.004, 0.044, 0.008, 0.000, 0.002, -0.001, 0.002, -0.001, 0.003, 0.007, 0.000, 0.000, 0.000, 0.001, -0.022, -0.002, -0.001, -0.001, 0.000, 0.000, 0.000, 0.000, 0.003, 0.000, 0.004, 0.006, 0.036, 0.003, 0.000, 0.000, 0.003, 0.035, 0.000, -0.001]
}

---

{
  "formula": "C66H92CsFN4O2P2Si",
  "method": "wB97M-V/def2-TZVPD",
  "largest_force_ev_per_a": 2.7,
  "charge": -2,
  "lumo_ev": 3.471,
  "total_energy_ha": -4031.89012,
  "gap_ev": 4.5,
  "homo_energy_ev": -1.0,
  "symbols": ["Cs", "C", "Si", "C", "C", "C", "C", "C", "C", "P", "C", "C", "C", "C", "C", "C", "C", "C", "C", "C", "C", "C", "C", "C", "C", "C", "C", "C", "P", "C", "C", "C", "C", "C", "C", "C", "C", "C", "C", "C", "C", "H", "H", "H", "H", "H", "H", "H", "H", "H", "H", "H", "H", "H", "H", "H", "H", "H", "H", "H", "H", "H", "H", "H", "H", "H", "H", "H", "H", "H", "H", "H", "H", "H", "H", "H", "H", "H", "H", "H", "H", "H", "H", "H", "H", "H", "H", "H", "H", "H", "H", "H", "H", "H", "H", "H", "C", "C", "O", "C", "C", "C", "C", "C", "C", "O", "H", "H", "H", "H", "H", "H", "H", "C", "C", "C", "C", "C", "C", "C", "C", "C", "C", "C", "C", "N", "C", "C", "C", "C", "C", "C", "F", "H", "H", "H", "H", "H", "H", "H", "H", "H", "H", "H", "H", "H", "H", "H", "H", "H", "H", "H", "H", "H", "N", "H", "H", "H", "C", "N", "C", "C", "N", "H", "H", "H", "H", "H", "H"],
  "coordinates": [[-1.0751, 0.0551, -0.5466], [0.4317, 2.5229, 3.1704], [1.5488, 1.2171, 2.2132], [2.3807, 0.4975, 3.8532], [2.4889, 1.2201, 5.0460], [2.9423, 0.6573, 6.2284], [3.3028, -0.6787, 6.2593], [3.2242, -1.4359, 5.1019], [2.7719, -0.8790, 3.9043], [2.7813, -1.7963, 2.3066], [3.4518, -3.4961, 2.8635], [2.4528, -4.1426, 3.8612], [1.5614, -5.2091, 3.2105], [1.1013, -4.7325, 1.8367], [2.2996, -4.6187, 0.8806], [3.6184, -4.4180, 1.6468], [4.3298, -0.9362, 1.6525], [4.4961, -1.1638, 0.1482], [5.8494, -0.6272, -0.3064], [6.9889, -1.4715, 0.2921], [6.6007, -2.0690, 1.6572], [5.6543, -1.1397, 2.4135], [2.9727, 2.3896, 1.5511], [4.0304, 2.8127, 2.3680], [5.0824, 3.5801, 1.8928], [5.1328, 3.9166, 0.5457], [4.1199, 3.4921, -0.2975], [3.0294, 2.7619, 0.1845], [1.6778, 2.1388, -0.8915], [2.3256, 1.9841, -2.6709], [3.1414, 0.6867, -2.7491], [3.4793, 0.3211, -4.1941], [4.2789, 1.4425, -4.8985], [4.4054, 2.6813, -4.0108], [3.0330, 3.1046, -3.4850], [0.4164, 3.5316, -1.1100], [0.5591, 4.6302, -2.1686], [1.4783, 5.7717, -1.7351], [0.9469, 6.4027, -0.4497], [0.8747, 5.3405, 0.6455], [-0.0057, 4.1650, 0.2199], [0.8788, 3.5221, 3.2477], [0.2341, 2.1602, 4.1815], [-0.5471, 2.6253, 2.6995], [2.2131, 2.2708, 5.0505], [3.0157, 1.2588, 7.1292], [3.6502, -1.1312, 7.1820], [3.5091, -2.4805, 5.1511], [4.4289, -3.3904, 3.3478], [1.7961, -3.3782, 4.2800], [2.9986, -4.5893, 4.6997], [0.6994, -5.3946, 3.8555], [2.1028, -6.1562, 3.1094], [0.6369, -3.7497, 1.9562], [0.3473, -5.4053, 1.4250], [2.1400, -3.7768, 0.2027], [2.3830, -5.5229, 0.2703], [4.3763, -4.0275, 0.9641], [3.9894, -5.3887, 1.9963], [4.0504, 0.1093, 1.7721], [3.6809, -0.6435, -0.3521], [4.4158, -2.2241, -0.1149], [5.9347, 0.4124, 0.0260], [5.9243, -0.6224, -1.3981], [7.8847, -0.8523, 0.4012], [7.2455, -2.2843, -0.3945], [7.5003, -2.2581, 2.2502], [6.1093, -3.0328, 1.5120], [6.1478, -0.1681, 2.5337], [5.4701, -1.5143, 3.4215], [4.0343, 2.5190, 3.4124], [5.8677, 3.9122, 2.5644], [5.9573, 4.5018, 0.1527], [4.1916, 3.7344, -1.3498], [1.3663, 1.7697, -3.1577], [2.5686, -0.1241, -2.2948], [4.0669, 0.7937, -2.1777], [2.5444, 0.1322, -4.7283], [4.0467, -0.6129, -4.2057], [3.7745, 1.7322, -5.8251], [5.2753, 1.0893, -5.1780], [4.8417, 3.5038, -4.5860], [5.0839, 2.4787, -3.1778], [2.4159, 3.3542, -4.3551], [3.1398, 4.0247, -2.9154], [-0.4280, 2.9178, -1.4330], [-0.4455, 5.0463, -2.3228], [0.8676, 4.2155, -3.1274], [1.5467, 6.5178, -2.5344], [2.4863, 5.3968, -1.5377], [-0.0555, 6.8074, -0.6333], [1.5900, 7.2314, -0.1361], [0.4753, 5.7757, 1.5664], [1.8842, 4.9834, 0.8640], [-1.0400, 4.5146, 0.1116], [0.0035, 3.4075, 0.9982], [-1.3378, 1.9245, -5.1079], [-1.6327, 1.9177, -3.6094], [-1.0769, 1.0547, -2.9315], [-2.5130, 2.9403, -3.0754], [-2.9019, 4.0321, -3.8732], [-3.6973, 5.0456, -3.4022], [-4.1588, 4.9822, -2.0725], [-3.8181, 3.9387, -1.2627], [-2.9703, 2.8558, -1.6995], [-2.6659, 1.9224, -0.9145], [-0.8018, 1.0099, -5.3536], [-0.7060, 2.7802, -5.3591], [-2.2495, 1.9775, -5.7036], [-2.5381, 4.0928, -4.8921], [-3.9599, 5.8843, -4.0354], [-4.7924, 5.7784, -1.6943], [-4.1625, 3.8896, -0.2356], [-4.3471, -2.3572, 1.7977], [-5.1603, -3.4922, 1.1572], [-4.2815, -4.7330, 0.9670], [-5.8600, -3.0016, -0.1026], [-7.2446, -2.9099, -0.0679], [-7.9677, -2.3945, -1.1318], [-7.2701, -1.8953, -2.2188], [-5.8817, -1.9411, -2.2977], [-5.2679, -1.0902, -3.4098], [-4.9770, 0.3022, -2.8263], [-4.0287, -1.5940, -4.1512], [-5.1438, -2.5670, -1.2535], [-3.7742, -2.6270, -1.2611], [-3.0884, -3.5756, -1.8793], [-3.6425, -4.7248, -2.5270], [-2.8583, -5.6663, -3.1638], [-1.4711, -5.5559, -3.1993], [-0.8867, -4.4667, -2.5525], [-1.6726, -3.5433, -1.9162], [-1.0457, -2.5059, -1.2778], [-3.9229, -2.6737, 2.7558], [-4.9796, -1.4797, 1.9621], [-3.5372, -2.0698, 1.1270], [-5.9557, -3.7710, 1.8590], [-3.3976, -4.4918, 0.3831], [-4.8321, -5.5243, 0.4539], [-3.9563, -5.1101, 1.9413], [-7.7757, -3.2478, 0.8179], [-9.0502, -2.3456, -1.0969], [-7.8213, -1.4294, -3.0312], [-6.0562, -0.9744, -4.1631], [-4.2210, 0.2335, -2.0410], [-5.8802, 0.7381, -2.3937], [-4.6056, 0.9773, -3.6035], [-3.1279, -1.4311, -3.5618], [-3.9204, -1.0395, -5.0891], [-4.0992, -2.6543, -4.3856], [-4.7214, -4.8281, -2.5151], [-3.3412, -6.5072, -3.6531], [-0.8647, -6.2946, -3.7072], [0.1883, -4.3300, -2.5406], [-0.8817, -1.7768, 4.0337], [-0.0256, -1.4253, 3.6121], [-1.1744, -1.0502, 4.6749], [-1.5698, -1.7649, 3.2876], [-5.8933, 1.3008, 2.8010], [-5.0007, 0.8100, 3.8428], [-5.5292, -0.2384, 4.7021], [-3.7009, 0.7390, 3.5448], [-2.5799, 0.6706, 3.2750], [-6.7927, 1.7035, 3.2692], [-6.1826, 0.5095, 2.1008], [-5.3945, 2.0905, 2.2444], [-6.4401, 0.1245, 5.1806], [-4.7965, -0.4765, 5.4699], [-5.7633, -1.1504, 4.1412]],
  "mulliken_charge": [2.581, -1.918, 1.605, 0.350, 0.140, -1.026, -0.847, -0.378, -0.500, -0.116, 0.451, -0.931, -1.090, -0.232, -0.746, -1.677, 1.211, 0.298, -0.403, -0.947, -0.648, -1.111, 0.469, 0.354, -0.922, -1.347, -0.347, -0.446, 0.066, 1.771, -1.166, -1.181, -0.873, -1.059, -0.737, 2.414, -0.542, -0.519, -1.358, -0.121, -0.535, 0.360, 0.607, 0.205, 0.426, 0.347, 0.399, 0.033, 1.107, 0.284, 0.177, 0.527, 0.358, -0.066, 0.567, 0.140, 0.615, 0.272, 0.499, -1.660, -0.341, 0.206, 0.079, 0.355, 0.352, 0.322, 0.545, 0.055, 0.487, 0.573, 0.217, 0.305, 0.317, 0.352, -0.795, 0.765, 0.180, 0.297, 0.453, 0.357, 0.394, 0.550, 0.224, 0.572, -0.057, -1.677, 0.371, 0.166, 0.318, 0.190, 0.384, 0.549, 0.412, -0.066, 0.794, -0.942, -2.379, 1.826, -0.373, -0.341, -1.017, -0.912, -0.401, -0.995, 0.950, -0.530, 0.402, 0.359, 0.544, 0.353, 0.323, 0.378, 0.355, -0.361, 0.466, -1.434, 1.007, -0.801, -1.270, -0.827, 0.467, 1.021, -1.335, -1.629, -0.766, 0.408, -0.560, -0.583, -0.815, -0.596, -0.643, 0.606, 0.109, 0.630, -0.493, -0.124, 0.552, -0.020, 0.366, 0.555, 0.311, 0.368, 0.320, 0.507, 0.166, 0.378, 0.345, 0.090, 0.502, 0.432, 0.463, 0.359, 0.354, 0.462, -0.778, 0.273, 0.299, 0.124, -0.805, -0.010, -0.862, 0.394, -0.355, 0.294, 0.265, 0.257, 0.309, 0.353, 0.265]
}

---

{
  "formula": "C43H34IrN8P2",
  "method": "wB97M-V/def2-TZVPD",
  "largest_force_ev_per_a": 2.9,
  "s_squared": 0.8371,
  "lumo_ev": [-1.354, -1.408],
  "total_energy_ha": -2884.05229,
  "gap_ev": [4.2, 4.2],
  "spin_multiplicity": 2,
  "homo_energy_ev": [-5.5, -5.6],
  "symbols": ["Ir", "C", "C", "C", "C", "C", "N", "C", "N", "C", "C", "C", "C", "C", "C", "C", "C", "N", "C", "N", "C", "N", "C", "N", "C", "N", "C", "C", "C", "C", "C", "C", "C", "C", "C", "C", "C", "C", "N", "C", "C", "H", "H", "H", "H", "H", "H", "H", "H", "H", "H", "H", "H", "H", "H", "H", "H", "C", "P", "C", "C", "C", "C", "C", "C", "C", "P", "C", "C", "H", "H", "H", "H", "H", "H", "H", "H", "H", "H", "H", "H", "H", "H", "H", "H", "C", "H", "H"],
  "coordinates": [[0.1015, 0.4594, -0.2765], [-4.3410, -2.1416, 3.5767], [-5.2547, -1.8427, 2.5626], [-4.8169, -1.5041, 1.2961], [-3.4504, -1.4291, 1.0811], [-2.6957, -1.0613, -0.0876], [-1.3670, -1.0252, 0.2432], [-1.1988, -1.5589, 1.4956], [-0.0591, -2.0717, 1.9112], [1.0914, -1.9623, 1.2576], [2.1281, -2.9614, 1.1982], [2.1936, -4.2808, 1.6309], [3.2636, -5.0511, 1.2127], [4.2655, -4.5278, 0.3931], [4.2324, -3.2097, -0.0235], [3.1525, -2.4305, 0.3703], [2.7041, -1.1303, -0.0447], [3.3454, -0.3319, -0.8880], [2.7386, 0.4608, -1.7384], [1.3856, 0.4934, -1.9983], [1.2048, 0.9912, -3.2709], [0.1948, 0.7345, -4.0706], [-0.9079, 0.0858, -3.7561], [-1.5840, 0.2150, -2.5599], [-2.5211, -0.7888, -2.4109], [-3.1875, -1.0514, -1.3060], [-2.5438, -1.5209, -3.6344], [-3.2361, -2.6692, -4.0004], [-2.9264, -3.2557, -5.2102], [-1.9601, -2.7024, -6.0542], [-1.2666, -1.5585, -5.7128], [-1.5458, -0.9647, -4.4856], [2.4548, 1.5517, -3.7339], [2.8116, 2.2327, -4.8887], [4.1390, 2.5856, -5.0506], [5.1007, 2.2463, -4.0962], [4.7587, 1.5512, -2.9502], [3.4290, 1.2074, -2.7684], [1.4925, -0.8786, 0.5192], [-2.5099, -1.7404, 2.0964], [-2.9731, -2.1073, 3.3526], [-4.7088, -2.4017, 4.5610], [-6.3130, -1.8723, 2.7793], [-5.5010, -1.2763, 0.4897], [1.4044, -4.6996, 2.2364], [3.3176, -6.0913, 1.5004], [5.0719, -5.1707, 0.0651], [4.9973, -2.7971, -0.6650], [-3.9618, -3.0985, -3.3276], [-3.4155, -4.1702, -5.5122], [-1.7367, -3.2039, -6.9830], [-0.5244, -1.1289, -6.3681], [2.0646, 2.4871, -5.6264], [4.4447, 3.1290, -5.9331], [6.1307, 2.5329, -4.2529], [5.4978, 1.2565, -2.2208], [-2.2807, -2.3432, 4.1458], [1.9270, -0.2335, 3.8537], [0.9808, 0.7364, 2.5991], [2.3551, 1.8990, 2.1714], [-0.0832, 1.7969, 3.6375], [-0.1689, 1.6982, 5.0216], [-1.1303, 2.4087, 5.7153], [-2.0315, 3.2032, 5.0299], [-1.9633, 3.3030, 3.6523], [-0.9994, 2.5985, 2.9424], [-0.8868, 2.6324, 1.1086], [-0.1797, 4.3201, 0.8442], [-2.6109, 3.0930, 0.6305], [1.2692, -0.9292, 4.3688], [2.4188, 0.4306, 4.5638], [2.6881, -0.8105, 3.3310], [2.7541, 2.3764, 3.0667], [2.0165, 2.6519, 1.4657], [3.1344, 1.3096, 1.6895], [0.5085, 1.0538, 5.5615], [-1.1796, 2.3330, 6.7907], [-2.7930, 3.7424, 5.5709], [-2.6883, 3.9248, 3.1514], [-0.8107, 5.0658, 1.3260], [-0.1504, 4.5020, -0.2284], [0.8259, 4.4073, 1.2423], [-2.9614, 3.9650, 1.1753], [-3.2883, 2.2630, 0.8148], [-2.6320, 3.3444, -0.4278], [-1.3433, 1.2071, -1.5908], [-2.2857, 1.3641, -1.0635], [-1.0211, 2.1340, -2.0832]],
  "mulliken_spin": [-0.026, -0.009, 0.009, -0.006, -0.008, -0.036, 0.063, 0.008, 0.049, 0.184, 0.006, 0.033, 0.013, 0.031, 0.009, 0.049, 0.179, 0.041, -0.025, 0.062, -0.069, 0.085, 0.077, -0.004, 0.118, 0.082, 0.015, 0.009, 0.010, 0.022, -0.005, 0.038, -0.017, -0.015, 0.012, -0.016, 0.018, -0.020, 0.009, -0.017, 0.017, 0.000, 0.000, -0.001, 0.004, 0.001, 0.003, 0.004, 0.003, 0.001, 0.002, 0.003, -0.002, 0.001, -0.001, 0.000, 0.002, -0.001, 0.012, -0.002, -0.001, 0.000, 0.000, 0.000, 0.000, 0.002, -0.010, 0.001, -0.001, 0.000, 0.000, 0.002, 0.000, 0.000, 0.001, 0.000, 0.000, 0.000, 0.000, 0.000, 0.000, 0.000, 0.000, 0.001, 0.000, 0.004, 0.001, 0.000]
}